Entry 1:
{
  "formula": "C24H36P2SiZr",
  "method": "ωB97M-V/def2-TZVPD",
  "species": ["H", "H", "C", "H", "C", "Si", "C", "H", "H", "C", "C", "C", "H", "H", "C", "H", "C", "C", "C", "H", "H", "H", "C", "C", "C", "P", "H", "H", "H", "C", "H", "H", "H", "H", "H", "C", "H", "H", "H", "C", "C", "H", "C", "P", "C", "H", "H", "H", "H", "H", "H", "H", "C", "H", "H", "H", "Zr", "H", "C", "H", "C", "H", "C", "C"],
  "positions_angstrom": [[-0.14872, -2.06353, 4.84028], [3.06638, -2.44831, 0.74822], [-0.88502, 2.38793, 2.07253], [-1.11424, 3.54875, -4.89341], [1.38544, -1.58451, 3.36107], [-0.39087, -0.50473, -1.98803], [3.41604, 0.76243, -2.76799], [1.38985, -2.48650, -3.55461], [5.16531, -0.36620, -3.33040], [-3.23588, 2.50276, -2.42230], [1.07712, 1.87580, 0.92128], [4.07971, -0.38133, -3.22100], [2.25819, -0.94084, 3.54396], [-2.51934, -1.62839, -2.58329], [-1.08189, 2.72688, 0.69512], [-3.41885, -1.43589, 3.78879], [0.40911, -3.14167, 1.18716], [-1.29701, 1.04784, -2.57772], [0.22393, -1.19583, 4.27803], [-3.31552, 4.12394, -3.84184], [-1.57428, 2.60599, 2.88537], [-1.02253, -1.09336, -0.59328], [2.03409, 0.71224, -2.57004], [1.31850, -0.48550, -2.74740], [2.67042, -1.42742, 0.80440], [-1.25524, -0.48915, 3.40010], [0.13795, 1.52918, -4.13184], [-2.77427, 1.15596, 4.29750], [-1.27366, -1.85883, -3.83415], [-2.51131, 1.39745, -1.96077], [3.85979, -2.38871, -3.96991], [-1.13197, 1.38417, 4.94452], [-4.17752, 2.76679, -1.93096], [0.33426, 2.69709, -1.04172], [-2.11541, -2.63247, 4.13519], [-2.46171, -1.85107, 3.44900], [1.70027, -2.62174, 3.54264], [3.95553, 1.69590, -2.58738], [2.10647, 1.59684, 0.70947], [0.13882, 2.44899, -0.00224], [1.96581, -1.59370, -3.30398], [-2.59706, -2.27009, 2.44449], [-0.80127, 1.80878, -3.64536], [1.01827, -1.45801, 1.54952], [-1.88754, 0.63528, 4.67863], [0.41410, 0.25668, -0.72796], [1.50599, 1.61502, -2.25051], [-2.15691, 0.05548, 5.57164], [0.55299, -0.43130, 4.99720], [-2.91939, 0.80843, -1.12158], [2.63501, -1.00523, -0.20603], [1.21053, -3.85480, 1.42274], [-1.46313, -1.86034, -2.75182], [0.94878, 1.61536, 3.15060], [0.14875, -3.21717, 0.12287], [3.34166, -0.81521, 1.41782], [-0.76007, 0.31061, 0.82051], [-0.48413, -3.37939, 1.78089], [-2.74724, 3.25769, -3.49657], [-1.97233, 3.19785, 0.27761], [3.34735, -1.53237, -3.53425], [-1.25248, -2.86288, -2.37202], [-1.52174, 2.92826, -4.09252], [0.45212, 1.85014, 2.21370]],
  "forces_ev_per_angstrom": [[0.178, 0.339, -0.035], [-0.005, 0.229, 0.057], [0.586, 0.133, -0.249], [-0.228, -0.261, 0.170], [0.292, 0.098, -0.263], [-0.732, -0.498, -2.385], [-0.367, 0.075, -0.147], [0.285, 0.121, 0.159], [-0.348, -0.047, -0.106], [-0.003, -0.096, 0.126], [-0.654, 0.955, 0.700], [-0.208, -0.124, 0.067], [-0.230, -0.208, -0.009], [0.132, -0.035, 0.039], [1.089, 0.228, 0.671], [0.127, -0.294, -0.077], [-0.216, 0.024, -0.283], [-0.021, -0.275, 0.964], [-0.127, 0.195, -0.084], [0.212, -0.299, 0.062], [0.187, -0.152, -0.290], [-0.804, 0.061, 0.908], [0.678, -0.197, 0.233], [0.084, 0.063, 0.285], [0.233, 0.075, -0.234], [0.266, -0.674, 0.755], [-0.394, 0.166, 0.163], [0.084, -0.121, 0.233], [-0.128, -0.041, 0.155], [0.111, 0.593, -0.439], [-0.104, 0.161, 0.146], [-0.159, -0.158, -0.022], [0.299, -0.023, -0.308], [-0.181, -0.301, 0.275], [-0.280, 0.142, -0.139], [-0.273, -0.053, -0.294], [0.038, 0.294, -0.049], [-0.108, -0.356, -0.105], [-0.314, 0.009, -0.055], [-0.251, 0.150, 0.874], [0.290, 0.289, 0.188], [-0.086, -0.098, 0.295], [-0.372, 0.429, 0.008], [0.910, -0.832, 0.430], [-0.166, 0.406, -0.152], [0.155, -0.284, 1.341], [0.300, -0.328, -0.003], [0.082, 0.136, -0.223], [-0.136, -0.316, -0.126], [0.011, 0.027, -0.329], [0.004, -0.102, 0.086], [-0.249, 0.131, -0.045], [0.530, -0.147, -0.192], [-0.145, -0.135, -0.196], [0.077, -0.096, 0.258], [-0.107, -0.101, -0.143], [-0.266, 0.628, -2.359], [0.232, 0.040, -0.146], [0.146, -0.069, 0.289], [0.304, -0.280, 0.061], [0.015, 0.037, -0.118], [-0.064, -0.013, -0.039], [-0.025, -0.291, 0.225], [-0.189, 1.069, -0.581]],
  "total_charge": 2,
  "e_lumo_ev": -7.69,
  "molar_mass_g_mol": 505.8,
  "gap_ev": 6.529,
  "multiplicity": 1,
  "total_energy_ha": -1954.8086,
  "relative_energy_kj_mol": 0.00
}



Entry 2:
{
  "formula": "C24H37BaN4O3SeSi",
  "method": "ωB97M-V/def2-TZVPD",
  "species": ["H", "H", "C", "H", "C", "H", "H", "H", "H", "C", "C", "H", "C", "H", "H", "H", "Si", "O", "H", "H", "C", "C", "C", "C", "C", "H", "C", "H", "H", "N", "H", "H", "C", "H", "O", "C", "C", "C", "H", "H", "O", "H", "H", "H", "N", "H", "H", "N", "H", "C", "N", "H", "Ba", "C", "C", "C", "H", "H", "H", "C", "H", "C", "H", "H", "Se", "C", "H", "H", "C", "C", "H"],
  "positions_angstrom": [[-1.16646, 4.88170, 3.24121], [0.34269, 4.32347, -0.72545], [-1.77012, 3.52446, 4.76269], [-2.08952, -2.94256, 3.04974], [-0.87156, 2.85959, 2.60289], [-0.48733, -3.34096, 4.84509], [0.07512, 2.81873, -1.66378], [-6.62777, -0.67012, -2.16125], [5.92561, 1.28010, -2.58284], [-1.57057, 1.19503, 4.22034], [-0.06218, -2.18901, 3.06603], [2.13683, -0.48817, -1.95075], [-1.01007, 1.47409, 2.94041], [-2.93799, 0.20068, -4.40778], [1.81096, -2.31387, -3.40044], [-3.50118, 1.02253, -2.95892], [-4.35967, -1.34304, -3.02657], [0.90369, -1.87096, 2.41130], [-5.85661, -1.79689, -1.05622], [-1.42352, -2.51164, 1.44355], [-1.43592, -2.27165, 2.50256], [4.27985, 0.96096, -1.26247], [3.84678, 0.40961, -0.01660], [2.09105, 3.05225, -0.97252], [3.33422, 1.48764, -2.25343], [3.51003, 1.12140, -3.27098], [1.37063, -3.04251, -1.41889], [7.61620, 0.33053, -1.06482], [0.08130, -2.30826, -2.94273], [1.16697, -0.72766, -2.12746], [-0.36032, 4.38429, 1.22391], [2.51104, 2.60579, -0.06724], [6.17221, -0.17328, 0.45236], [-5.35815, -0.11629, -1.07456], [-0.67392, 0.53369, 2.15541], [-1.92515, 2.18006, 5.10167], [4.84744, -0.15591, 0.81194], [5.62421, 0.88487, -1.61868], [2.35658, -2.82759, -0.99631], [0.85107, -0.10585, -2.86593], [2.60783, 0.35706, 0.31148], [-2.32791, 1.91695, 6.07173], [-1.81694, -1.25168, 2.57340], [-1.72136, 0.15661, 4.48754], [2.37401, 2.31055, -2.16719], [0.43041, -3.54912, 0.30139], [4.51239, -0.59580, 1.74215], [0.36965, -2.80666, -0.38812], [6.90630, -0.61993, 1.11378], [0.05380, -2.44615, 4.54994], [0.09388, 2.56798, 0.38432], [-4.58780, 0.79481, -4.32258], [0.57940, -0.17047, 0.48996], [1.09589, -2.10705, -2.58602], [-0.34958, 3.28688, 1.34110], [-5.67970, -0.94311, -1.70289], [2.55573, 4.03469, -1.11490], [1.35489, -4.07795, -1.79276], [-2.05733, 4.29661, 5.46174], [6.57520, 0.35196, -0.77250], [1.09804, -2.51913, 4.84244], [-1.26802, 3.84082, 3.52350], [-4.53666, -2.31703, -5.31760], [-0.54646, -2.88998, -0.83567], [-2.71475, -2.59687, -2.25893], [-5.20357, -2.27131, -4.46140], [-0.38470, -1.58688, 5.05425], [-6.12750, -1.78890, -4.76773], [-3.78970, 0.33202, -3.74668], [0.57249, 3.24599, -0.78822], [-5.43440, -3.29017, -4.17002]],
  "forces_ev_per_angstrom": [[0.045, 0.079, -0.054], [-0.050, -0.138, -0.155], [-0.131, 0.159, 0.187], [-0.007, -0.113, 0.050], [-0.278, -0.603, 0.721], [-0.104, -0.043, 0.025], [0.011, 0.169, -0.008], [-0.196, 0.121, -0.115], [0.005, -0.015, -0.047], [0.066, -0.213, -0.104], [-0.202, -0.420, 0.737], [-0.010, 0.054, -0.008], [-0.514, 0.889, 0.853], [0.155, -0.100, -0.082], [-0.171, -0.066, 0.112], [0.079, 0.082, 0.173], [0.019, -0.017, -0.070], [0.476, -0.579, 0.475], [0.033, -0.199, 0.058], [-0.055, -0.105, -0.106], [-0.175, 0.060, -0.270], [-0.017, -0.208, 0.694], [1.364, 0.068, -0.550], [-0.022, 0.086, 0.415], [-0.146, 0.376, -0.451], [-0.007, -0.100, 0.012], [0.065, -0.014, -0.410], [0.029, -0.005, -0.015], [0.063, 0.083, -0.072], [0.071, 0.087, -0.960], [0.040, -0.028, -0.114], [-0.021, 0.077, 0.008], [0.092, -0.019, -0.069], [0.109, 0.130, 0.089], [-1.754, 0.990, 2.235], [0.030, 0.133, 0.037], [-0.303, 0.036, 0.086], [0.059, 0.059, 0.022], [0.144, -0.112, -0.035], [0.039, 0.052, 0.093], [3.916, 1.259, -0.059], [-0.047, -0.040, 0.032], [-0.169, 0.013, 0.030], [0.030, -0.053, -0.026], [0.153, -0.130, -0.585], [-0.063, 0.105, 0.057], [0.006, 0.000, 0.080], [-0.303, -0.804, -0.100], [-0.024, 0.015, 0.017], [0.328, 0.090, -0.154], [-0.276, 0.206, 0.636], [-0.218, 0.130, -0.108], [-3.120, -1.883, -2.373], [0.138, -0.432, -0.124], [0.222, 0.444, -0.800], [0.233, -0.092, -0.385], [-0.028, -0.047, 0.040], [0.152, 0.132, 0.053], [-0.004, 0.081, -0.001], [0.224, 0.016, -0.105], [0.042, 0.001, -0.016], [0.130, -0.114, -0.156], [0.156, 0.008, -0.130], [-0.152, 0.045, 0.109], [0.205, 0.031, 0.206], [0.033, 0.309, 0.354], [-0.126, 0.049, 0.145], [-0.243, 0.161, -0.135], [-0.211, -0.382, 0.159], [0.200, 0.398, -0.163], [-0.015, -0.207, 0.117]],
  "total_charge": -1,
  "e_lumo_ev": 2.19,
  "molar_mass_g_mol": 674.0,
  "gap_ev": 6.145,
  "multiplicity": 1,
  "total_energy_ha": -4098.0633,
  "relative_energy_kj_mol": 282.10
}